C32H30AsBr2CoF3NO3 | the ωB97M-V functional and the def2-TZVPD basis

Atoms and positions in Å:
Co  -0.415  0.967  -0.897
C  0.011  2.168  2.220
C  -1.383  2.360  1.696
C  -2.421  2.852  2.513
C  -3.681  2.992  2.010
C  -3.943  2.658  0.663
C  -5.195  2.776  0.015
Br  -6.718  3.379  0.973
C  -5.325  2.459  -1.306
C  -4.224  1.996  -2.043
Br  -4.439  1.600  -3.876
C  -2.973  1.813  -1.480
O  -1.931  1.379  -2.122
C  -2.855  2.176  -0.091
N  -1.607  2.038  0.444
H  0.155  2.690  3.165
H  0.740  2.532  1.494
H  0.211  1.105  2.376
H  -2.207  3.111  3.542
H  -4.484  3.361  2.633
H  -6.286  2.559  -1.792
C  -2.849  -7.095  1.103
C  -2.353  -5.707  0.799
C  -2.817  -4.609  1.510
C  -2.345  -3.325  1.265
C  -2.869  -2.169  2.082
C  -1.363  -3.154  0.283
C  -0.872  -4.242  -0.450
C  0.174  -4.087  -1.527
C  -1.392  -5.501  -0.185
C  -0.847  -1.784  0.027
O  0.480  -1.701  0.047
O  -1.571  -0.818  -0.158
H  -3.740  -7.068  1.729
H  -2.082  -7.663  1.634
H  -3.083  -7.640  0.188
H  -3.570  -4.752  2.278
H  -3.554  -2.528  2.849
H  -3.389  -1.447  1.454
H  -2.052  -1.637  2.575
H  -0.080  -3.284  -2.221
H  0.268  -5.012  -2.094
H  1.145  -3.847  -1.095
H  -1.030  -6.349  -0.758
F  8.313  1.302  1.033
C  7.497  0.765  1.959
F  7.574  1.541  3.050
F  8.036  -0.425  2.288
C  6.097  0.620  1.455
C  5.887  0.013  0.214
C  4.612  -0.195  -0.252
C  3.482  0.170  0.535
C  3.725  0.827  1.772
C  5.011  1.037  2.220
C  2.202  -0.134  0.122
C  1.002  -0.393  -0.283
H  6.737  -0.297  -0.380
H  4.448  -0.671  -1.209
H  2.881  1.150  2.367
H  5.180  1.529  3.167
C  0.414  4.415  -2.378
As  0.869  2.525  -2.334
C  2.809  2.591  -2.467
C  0.440  2.067  -4.173
H  0.837  4.882  -3.266
H  0.787  4.918  -1.487
H  -0.672  4.501  -2.405
H  3.101  3.163  -3.348
H  3.183  1.571  -2.555
H  3.246  3.043  -1.578
H  1.069  2.642  -4.851
H  -0.611  2.288  -4.349
H  0.600  1.003  -4.338

Properties
* electronic energy: -288006.8083 eV
* orbital gap (alpha / beta): 6.7 / 6.8 eV
* multiplicity: 5
* energy above the lowest of the compared OMol25 structures with the same formula, charge and spin: 6.47 kcal per mole

The computed Mulliken charges, all in e, follow: atom 1 (Co): 0.031, atom 2 (C): -1.293, atom 3 (C): 0.716, atom 4 (C): -1.018, atom 5 (C): -0.930, atom 6 (C): 0.642, atom 7 (C): -0.030, atom 8 (Br): -0.239, atom 9 (C): -0.320, atom 10 (C): -0.308, atom 11 (Br): -0.179, atom 12 (C): 0.345, atom 13 (O): -0.484, atom 14 (C): 0.286, atom 15 (N): 0.484, atom 16 (H): 0.462, atom 17 (H): 0.191, atom 18 (H): 0.209, atom 19 (H): 0.467, atom 20 (H): 0.354, atom 21 (H): 0.434, atom 22 (C): -1.492, atom 23 (C): 0.568, atom 24 (C): -0.932, atom 25 (C): 0.681, atom 26 (C): -1.458, atom 27 (C): 0.696, atom 28 (C): 0.875, atom 29 (C): -1.410, atom 30 (C): -0.941, atom 31 (C): 0.528, atom 32 (O): -0.319, atom 33 (O): -0.364, atom 34 (H): 0.363, atom 35 (H): 0.300, atom 36 (H): 0.366, atom 37 (H): 0.296, atom 38 (H): 0.395, atom 39 (H): 0.235, atom 40 (H): 0.291, atom 41 (H): 0.278, atom 42 (H): 0.436, atom 43 (H): 0.245, atom 44 (H): 0.356, atom 45 (F): -0.264, atom 46 (C): 0.870, atom 47 (F): -0.284, atom 48 (F): -0.256, atom 49 (C): 0.292, atom 50 (C): -0.975, atom 51 (C): -0.375, atom 52 (C): 0.549, atom 53 (C): -0.615, atom 54 (C): -0.684, atom 55 (C): 1.623, atom 56 (C): -1.685, atom 57 (H): 0.369, atom 58 (H): 0.511, atom 59 (H): 0.385, atom 60 (H): 0.456, atom 61 (C): -1.203, atom 62 (As): 0.417, atom 63 (C): -1.110, atom 64 (C): -1.242, atom 65 (H): 0.411, atom 66 (H): 0.372, atom 67 (H): 0.355, atom 68 (H): 0.448, atom 69 (H): 0.324, atom 70 (H): 0.372, atom 71 (H): 0.449, atom 72 (H): 0.335, atom 73 (H): 0.344